Arrangement one

{"formula": "C3H11O", "method": "ωB97M-V with the def2-TZVPD basis set", "gap_ev": 9.235, "charge": 1, "e_lumo_ev": -5.046, "e_homo_ev": -14.28, "mol_weight_g_mol": 63.12, "elements": ["O", "H", "H", "H", "C", "C", "C", "H", "H", "H", "H", "H", "H", "H", "H"], "coordinates": [[2.2185, -0.8862, -1.0786], [2.0428, 0.0147, -0.8524], [3.0624, -1.0591, -1.5803], [1.7870, -1.5004, -0.5796], [-1.5417, -0.5441, -0.2326], [-1.3800, 0.6012, 0.9455], [0.0203, 1.1123, 0.6876], [-1.0644, -1.4298, 0.1720], [-2.6142, -0.6904, -0.6368], [-0.8475, -0.2060, -1.0094], [-2.1552, 1.3173, 0.9079], [-1.6658, -0.0191, 1.7524], [0.2611, 1.7632, 1.5635], [0.1870, 1.7289, -0.2611], [0.6675, 0.1539, 0.7498]]}

Arrangement two

{"formula": "C3H11O", "method": "ωB97M-V with the def2-TZVPD basis set", "gap_ev": 11.310, "charge": 1, "e_lumo_ev": -4.635, "e_homo_ev": -15.95, "mol_weight_g_mol": 63.12, "elements": ["O", "H", "H", "H", "C", "C", "C", "H", "H", "H", "H", "H", "H", "H", "H"], "coordinates": [[2.1152, -0.0388, -0.2433], [2.2302, -0.6569, -0.9939], [2.0474, 0.9004, -0.4939], [1.3910, -0.3910, 0.3405], [-0.6097, -1.3006, 0.2295], [-1.4115, -0.0064, 0.0834], [-0.6420, 1.3218, 0.0616], [-0.1676, -1.6263, -0.7126], [-1.3469, -2.0539, 0.5275], [0.2044, -1.3462, 0.9894], [-2.1753, 0.1010, 0.8499], [-1.9185, -0.0423, -0.8824], [-1.3329, 2.1571, -0.0198], [-0.1682, 1.4719, 1.0464], [0.0677, 1.5049, -0.7517]]}

Stability ranking, top and bottom: arrangement two is the most stable and arrangement one is the least stable.

Arrangement one

{"formula": "C5H15NO2", "method": "ωB97M-V with the def2-TZVPD basis set", "gap_ev": [9.955, 6.267], "charge": 1, "e_lumo_ev": [-3.480, -7.167], "e_homo_ev": [-13.43, -13.43], "mol_weight_g_mol": 121.18, "multiplicity": 2, "elements": ["C", "C", "C", "C", "C", "N", "H", "H", "H", "H", "H", "H", "H", "H", "H", "H", "H", "H", "H", "O", "H", "H", "O"], "coordinates": [[-1.2051, 1.9105, 1.2557], [-1.3090, 0.4137, 0.8624], [-1.4056, 0.2866, -0.7732], [-0.4929, 1.0360, -1.6014], [-0.8621, 2.2756, -1.9811], [0.7725, 0.6259, -2.0181], [-2.1397, 2.3361, 1.8392], [-1.1043, 2.4890, 0.3267], [-0.2640, 2.1121, 1.8280], [-0.3759, -0.2366, 1.0732], [-2.1895, -0.0423, 1.2580], [-1.2535, -0.7534, -0.7951], [-2.4653, 0.3664, -0.8845], [-1.9167, 2.6089, -1.8283], [-0.2875, 2.9733, -2.3732], [1.2718, -0.1680, -1.6554], [1.3257, 1.4061, -2.4595], [2.7870, -2.1985, -2.0709], [2.3214, -2.5790, -3.4702], [2.0021, -2.2748, -2.6121], [0.9282, -3.5704, 6.1362], [1.6081, -3.2241, 4.9598], [1.4972, -2.9046, 5.8206]]}

Arrangement two

{"formula": "C5H15NO2", "method": "ωB97M-V with the def2-TZVPD basis set", "gap_ev": [10.459, 5.380], "charge": 1, "e_lumo_ev": [-3.470, -8.548], "e_homo_ev": [-13.93, -13.93], "mol_weight_g_mol": 121.18, "multiplicity": 2, "elements": ["C", "O", "C", "C", "C", "C", "N", "H", "H", "H", "H", "H", "H", "H", "H", "H", "H", "H", "H", "H", "H", "H", "O"], "coordinates": [[0.9400, -0.8242, 0.6974], [1.8765, -0.4412, 1.7218], [0.2178, 0.4471, -0.1493], [-0.9148, -0.2341, -1.1150], [-2.2410, 0.3336, -0.6311], [-0.7635, -0.2201, -2.5909], [1.2945, 1.0964, -0.7687], [0.0369, -1.1718, 1.2078], [1.4651, -1.5528, -0.0946], [2.5386, 0.1992, 1.2889], [-0.2479, 1.0379, 0.6960], [-0.9389, -1.3024, -0.9354], [-3.2538, -0.0977, -0.9736], [-2.4974, 1.4293, -0.8593], [-2.1133, 0.4605, 0.4694], [-1.6172, -0.2253, -3.1528], [-0.0951, -1.1276, -2.9093], [-0.3081, 0.6317, -2.8407], [1.3467, 2.1570, -0.8706], [1.7142, 0.7905, -1.6564], [1.0070, -1.0946, 4.1550], [1.2945, 0.2792, 4.4663], [1.2592, -0.5706, 4.8449]]}

Stability ranking, top and bottom: arrangement one is the most stable and arrangement two is the least stable.

Arrangement one

{"formula": "C10H12N3O", "method": "ωB97M-V with the def2-TZVPD basis set", "gap_ev": [7.376, 7.376], "smiles": "N#[N+]CCN(CC=O)c1ccccc1", "charge": 1, "e_lumo_ev": [-5.389, -5.389], "e_homo_ev": [-12.77, -12.77], "mol_weight_g_mol": 190.23, "elements": ["N", "N", "C", "C", "N", "C", "C", "O", "C", "C", "C", "C", "C", "C", "H", "H", "H", "H", "H", "H", "H", "H", "H", "H", "H", "H"], "coordinates": [[1.4832, 2.1562, 0.9055], [2.1587, 2.0919, -0.0096], [2.5132, 1.2022, -0.9330], [1.3973, 0.0291, -0.9662], [0.6723, -0.0260, 0.2708], [1.2400, -0.9309, 1.2563], [1.1661, -2.3940, 0.8553], [1.0075, -2.7087, -0.3243], [-0.7445, 0.1384, 0.2550], [-1.4368, -0.7900, -0.4469], [-2.8068, -0.6739, -0.6768], [-3.4722, 0.4341, -0.2269], [-2.6978, 1.4607, 0.4102], [-1.3347, 1.3533, 0.5711], [3.5151, 0.7697, -0.8638], [2.6548, 1.5736, -1.9507], [0.6243, 0.2660, -1.7739], [2.0541, -0.7802, -1.2002], [1.0177, -0.7928, 2.3230], [2.3306, -0.8143, 1.1658], [1.4373, -3.2432, 1.5195], [-0.9958, -1.7740, -0.6256], [-3.3649, -1.5917, -0.9149], [-4.5264, 0.6220, -0.3876], [-3.2397, 2.3503, 0.7682], [-0.6528, 2.0723, 0.9997]]}

Arrangement two

{"formula": "C10H12N3O", "method": "ωB97M-V with the def2-TZVPD basis set", "gap_ev": 8.591, "charge": 1, "e_lumo_ev": -5.173, "e_homo_ev": -13.76, "mol_weight_g_mol": 190.23, "elements": ["C", "C", "C", "C", "C", "C", "C", "C", "C", "C", "N", "N", "N", "O", "H", "H", "H", "H", "H", "H", "H", "H", "H", "H", "H", "H"], "coordinates": [[3.3952, -0.8670, -0.1868], [2.5523, -1.7288, 0.3859], [3.0143, 0.3565, -0.6849], [1.2264, -1.4936, 0.3151], [1.6608, 0.6811, -0.7648], [0.7384, -0.3152, -0.2931], [-2.6949, 1.2158, -0.8738], [-2.9261, -0.9455, 0.0296], [-1.1924, 1.1461, -0.9921], [-0.6937, -0.1010, -0.3460], [-3.4366, 0.3026, -0.3470], [-1.5232, -1.1103, -0.1131], [-0.9020, 0.9393, 1.7965], [-3.6158, -1.8758, 0.2380], [4.4556, -0.9826, -0.5054], [2.8564, -2.6140, 0.9317], [3.9410, 0.8163, -0.9940], [0.5163, -2.1669, 0.6867], [1.2671, 1.5784, -1.0694], [-3.1749, 2.0939, -1.0748], [-1.0323, 1.3678, -1.9989], [-0.6619, 2.0965, -0.5087], [-1.2066, -2.0211, 0.1010], [0.0464, 1.1527, 2.0107], [-1.2434, 0.5627, 2.6173], [-1.3664, 1.9119, 1.6403]]}

Arrangement three

{"formula": "C10H12N3O", "method": "ωB97M-V with the def2-TZVPD basis set", "gap_ev": 8.367, "smiles": "C[C@H](c1ccccc1)[n+]1cc(N)on1", "charge": 1, "e_lumo_ev": -4.082, "e_homo_ev": -12.45, "mol_weight_g_mol": 190.23, "elements": ["C", "C", "C", "C", "C", "C", "C", "C", "N", "C", "C", "N", "O", "N", "H", "H", "H", "H", "H", "H", "H", "H", "H", "H", "H", "H"], "coordinates": [[1.3976, 0.5484, -1.9387], [0.1368, 0.4574, -1.1288], [0.3621, 1.0703, 0.2107], [0.1419, 2.4445, 0.3265], [0.4790, 3.0289, 1.5394], [0.9284, 2.2906, 2.6131], [1.1970, 0.9369, 2.4845], [0.7673, 0.2902, 1.3265], [-0.2767, -0.9896, -1.0700], [-1.5486, -1.5334, -1.1225], [-1.4905, -2.8173, -0.6365], [-2.4079, -3.7637, -0.4457], [-0.1509, -3.0630, -0.4890], [0.4697, -1.9567, -0.6454], [1.4886, 1.6599, -2.0352], [1.3774, 0.0798, -2.8978], [2.2571, 0.1172, -1.3975], [-0.6914, 0.9472, -1.7159], [-0.1309, 3.0105, -0.5889], [0.2663, 4.0714, 1.6309], [1.1278, 2.7728, 3.5302], [1.4341, 0.3822, 3.4038], [0.6163, -0.7602, 1.4376], [-2.4906, -0.9431, -1.2513], [-3.1826, -3.6338, -1.0734], [-2.0771, -4.6475, -0.0665]]}

Stability ranking, top and bottom: arrangement two is the most stable and arrangement one is the least stable.

Arrangement one

{"formula": "C7H10O2", "method": "ωB97M-V with the def2-TZVPD basis set", "gap_ev": 9.998, "charge": 0, "e_lumo_ev": 0.765, "e_homo_ev": -9.23, "mol_weight_g_mol": 126.15, "elements": ["C", "C", "C", "C", "C", "C", "C", "H", "H", "H", "H", "H", "H", "H", "H", "H", "H", "O", "O"], "coordinates": [[2.4384, -0.9123, 0.2178], [0.2468, 0.3249, -0.3412], [0.4754, 1.9363, -0.1442], [-0.6422, 1.1411, 0.6123], [-1.4164, -0.7419, 0.7817], [-2.0047, -0.4298, -0.5534], [-0.6632, -0.8901, -0.5437], [3.0130, -0.8717, 1.4356], [2.9856, -0.0028, -0.4047], [2.6297, -2.0756, -0.2828], [0.1705, 2.8098, -0.9844], [1.6697, 2.3023, -0.1604], [-1.5703, 1.3375, 0.1355], [-2.1264, -1.5259, 1.2912], [-1.9017, 0.5948, -1.5175], [-2.9567, -1.2087, -0.5690], [-0.4732, -1.8455, -1.2864], [1.1622, -0.2132, 0.6408], [-1.0366, 0.2706, 1.6727]]}

Arrangement two

{"formula": "C7H10O2", "method": "ωB97M-V with the def2-TZVPD basis set", "gap_ev": 9.704, "smiles": "C=C1OC[C@@H]2CC[C@@H]1O2", "charge": 0, "e_lumo_ev": 0.964, "e_homo_ev": -8.74, "mol_weight_g_mol": 126.15, "elements": ["C", "C", "O", "C", "C", "C", "C", "C", "O", "H", "H", "H", "H", "H", "H", "H", "H", "H", "H"], "coordinates": [[-1.1253, 2.2711, 0.7642], [-0.8477, 1.0808, 0.2302], [-1.3922, 0.7992, -1.0384], [-0.7942, -0.2760, -1.9099], [0.2357, -0.7955, -0.8907], [1.4828, -1.4331, -0.2354], [1.1911, -0.5487, 1.1346], [-0.3338, -0.2178, 1.0295], [-0.6845, -1.2233, 0.1202], [-0.9095, 2.5277, 1.8232], [-1.5538, 2.9979, 0.1325], [-0.3877, 0.2622, -2.7984], [-1.6021, -0.9675, -2.1225], [0.5556, 0.2402, -0.6873], [1.3524, -2.4893, -0.0874], [2.4794, -1.1841, -0.5886], [1.8226, 0.3358, 1.1447], [1.4056, -1.1644, 1.9820], [-0.8945, -0.2153, 1.9974]]}

Stability ranking, top and bottom: arrangement two is the most stable and arrangement one is the least stable.

Arrangement one

{"formula": "C4H5N3O3", "method": "ωB97M-V with the def2-TZVPD basis set", "gap_ev": 8.295, "smiles": "[H]/N=C\\N1C=CON1.O=C=O", "charge": 0, "e_lumo_ev": 0.634, "e_homo_ev": -7.66, "mol_weight_g_mol": 143.10, "elements": ["H", "N", "C", "N", "C", "C", "O", "N", "H", "H", "H", "H", "O", "C", "O"], "coordinates": [[2.1242, -1.2641, -0.4071], [1.6073, -1.0650, -1.2135], [0.5889, -0.3208, -1.1494], [0.1836, 0.5579, -0.1861], [-1.0442, 1.2190, -0.2923], [-1.1409, 2.0104, 0.7585], [-0.0397, 1.9318, 1.5483], [0.8410, 1.0211, 0.9991], [-0.0257, -0.1630, -2.0866], [-1.6369, 1.1340, -1.1155], [-2.0520, 2.6572, 1.0873], [1.5943, 1.7239, 0.6225], [-0.1958, -2.5087, 1.4191], [-0.3067, -3.1449, 0.4599], [-0.4973, -3.7886, -0.4442]]}

Arrangement two

{"formula": "C4H5N3O3", "method": "ωB97M-V with the def2-TZVPD basis set", "gap_ev": 8.624, "smiles": "N/N=C1\\C=CO[C@@H]1ON=O", "charge": 0, "e_lumo_ev": 0.222, "e_homo_ev": -8.40, "mol_weight_g_mol": 143.10, "elements": ["N", "N", "C", "C", "C", "O", "C", "O", "N", "O", "H", "H", "H", "H", "H"], "coordinates": [[-1.5811, -2.1778, -0.2441], [-0.5265, -1.4051, 0.1189], [-0.4514, -0.1379, 0.0085], [-1.3529, 0.9389, -0.3662], [-0.6600, 2.0995, -0.2808], [0.6198, 2.0156, 0.1429], [0.8763, 0.6091, 0.4385], [1.9686, 0.2740, -0.3172], [2.9176, -0.4704, 0.3533], [3.8041, -0.7856, -0.3693], [-1.3120, -3.1463, -0.1810], [-2.4011, -1.9424, 0.2975], [-2.2619, 0.6579, -0.6993], [-0.7877, 3.1584, -0.4589], [1.1481, 0.3122, 1.5571]]}

Arrangement three

{"formula": "C4H5N3O3", "method": "ωB97M-V with the def2-TZVPD basis set", "gap_ev": [7.779, 7.777], "charge": 0, "e_lumo_ev": [-0.035, -0.035], "e_homo_ev": [-7.81, -7.81], "mol_weight_g_mol": 143.10, "elements": ["C", "C", "C", "C", "N", "N", "N", "O", "O", "O", "H", "H", "H", "H", "H"], "coordinates": [[2.1325, 0.6258, -0.1019], [1.1667, 1.6077, 0.0334], [-0.2482, -0.0598, 0.2621], [-1.2259, -0.9409, 0.0976], [1.6801, -0.5783, 0.0558], [-0.0997, 1.2945, 0.1814], [-2.3897, -0.4398, -0.3236], [-1.1051, 1.9860, 0.1992], [-0.9930, -2.2424, 0.1464], [1.9621, -1.7360, -0.0748], [3.1679, 0.7166, -0.3351], [1.5415, 2.6318, 0.1601], [-2.3492, 0.5899, -0.1056], [-3.2920, -0.9743, -0.3732], [0.0519, -2.4807, 0.1782]]}

Stability ranking, top and bottom: arrangement one is the most stable and arrangement three is the least stable.

Arrangement one

{"formula": "C4H9S", "method": "ωB97M-V with the def2-TZVPD basis set", "gap_ev": [10.261, 7.048], "charge": 0, "e_lumo_ev": [0.981, -1.905], "e_homo_ev": [-9.28, -8.95], "mol_weight_g_mol": 89.18, "multiplicity": 2, "elements": ["C", "S", "H", "H", "H", "C", "C", "C", "H", "H", "H", "H", "H", "H"], "coordinates": [[-2.1287, 0.0519, -0.6635], [-2.2611, 0.3270, 1.1187], [-1.0749, 0.1208, -0.9448], [-2.5800, 0.8953, -1.2005], [-2.6225, -0.8494, -0.9985], [2.5370, -0.6646, -1.5812], [2.6746, 0.0976, -0.2781], [1.6773, 0.1359, 0.6103], [2.3596, -0.1524, -2.5341], [1.6763, -1.3247, -1.4509], [3.4281, -1.2661, -1.7674], [3.5713, 0.5923, 0.0767], [2.0353, 0.2090, 1.6335], [0.6457, 0.0092, 0.3482]]}

Arrangement two

{"formula": "C4H9S", "method": "ωB97M-V with the def2-TZVPD basis set", "gap_ev": [10.227, 7.006], "charge": 0, "e_lumo_ev": [0.976, -1.876], "e_homo_ev": [-9.25, -8.88], "mol_weight_g_mol": 89.18, "multiplicity": 2, "elements": ["C", "S", "H", "H", "H", "C", "C", "C", "H", "H", "H", "H", "H", "H"], "coordinates": [[2.6293, 0.3104, 2.2095], [0.8756, 0.2044, 1.9384], [2.8860, -0.1652, 3.1523], [3.2867, -0.0157, 1.3994], [2.8960, 1.3717, 2.3279], [-1.3610, -1.1323, -0.5273], [-1.5661, -0.1670, -1.6764], [-1.2447, 1.1183, -1.7920], [-0.6544, -1.9174, -0.7969], [-1.1625, -0.5257, 0.3565], [-2.2361, -1.7299, -0.2232], [-1.9434, -0.7395, -2.5232], [-1.7482, 1.5815, -2.6427], [-0.6574, 1.8065, -1.2023]]}

Stability ranking, top and bottom: arrangement two is the most stable and arrangement one is the least stable.